This record from the Open Molecules 2025 dataset describes 2 unconnected molecules or ions with the total composition C2H6P2. The level of theory is ωB97M-V with the def2-TZVPD basis set.

Results
HOMO (spin up / spin down): -0.287 / -0.318 Ha
Kohn-Sham gap (spin up / spin down): 6.797 / 8.459 eV

Element x y z (Å)
P1 -2.5808 0.3013 0.0333
P2 1.6090 1.0541 0.0113
C1 0.4292 -0.2081 0.3208
C2 1.5033 -0.8642 -0.3331
H1 -0.1216 -0.4738 1.2744
H2 1.4860 -1.1071 -1.4412
H3 -3.5153 0.0056 -1.0779
H4 -3.0571 1.7292 -0.2016
H5 2.0642 -1.6073 0.1446
H6 2.1831 1.1703 1.2694


This record from the Open Molecules 2025 dataset describes a molecular structure, C28H45N5O2SSiTl. The level of theory is ωB97M-V with the def2-TZVPD basis set.

Results
HOMO: -0.377 Ha
Kohn-Sham gap: 7.185 eV
charge: +1

Element x y z (Å)
Tl1 -0.1923 0.3387 -0.5669
S1 -0.6256 0.5405 -3.6959
Si1 -0.0714 -2.2748 -0.5562
O1 1.0656 1.8174 4.9272
O2 1.5527 1.1593 0.7910
N1 -0.8970 1.4374 1.5804
N2 -2.9447 1.0342 -0.2160
N3 1.8698 1.2421 -1.8997
N4 0.0831 1.6587 2.4974
N5 -0.5210 2.6336 -1.2284
C1 -1.4029 2.9320 -2.3674
C2 -3.9658 0.7983 -1.0357
C3 1.6315 -4.1557 0.6021
C4 1.8041 2.6860 -2.1266
C5 -2.3886 -2.2428 1.1350
C6 -1.0252 2.3144 -3.7130
C7 0.7710 3.3435 -1.2181
C8 -2.7190 -2.4065 -1.3433
C9 -4.5275 1.4592 1.5309
C10 2.1851 0.4469 -3.0784
C11 3.3894 1.9155 5.1445
C12 3.7370 1.6048 2.4172
C13 1.0546 -2.2018 2.0672
C14 2.4375 1.6311 2.9371
C15 4.6560 1.8878 4.6026
C16 2.2653 1.7937 4.3253
C17 -3.2238 1.3571 1.0547
C18 0.3646 -2.7987 -2.3040
C19 1.3583 -2.6401 0.6327
C20 -2.1030 1.5893 1.9691
C21 2.6257 -1.9241 0.1433
C22 -1.8403 -2.8404 -0.1621
C23 4.8416 1.7357 3.2287
C24 -5.5782 1.2121 0.6648
C25 1.3073 1.4645 2.0009
C26 -5.2944 0.8719 -0.6488
C27 -1.8951 -4.3745 -0.0638
C28 1.1279 0.5263 -4.1868
H1 -3.7583 -2.6863 -1.1459
H2 -0.1641 -2.1979 -3.0458
H3 2.5200 -4.3681 1.2036
H4 -2.6888 -1.3254 -1.4996
H5 1.8310 -4.5198 -0.4088
H6 -2.3172 1.8832 2.9948
H7 0.6354 4.3884 -1.5143
H8 1.5562 2.8597 -3.1713
H9 0.8127 -4.7386 1.0198
H10 -6.0794 0.6705 -1.3635
H11 -1.5193 -4.8653 -0.9639
H12 1.2810 1.3945 -4.8274
H13 -3.7111 0.5368 -2.0583
H14 0.8149 -1.1374 2.1351
H15 1.4349 -2.7398 -2.4977
H16 2.7706 3.1707 -1.9620
H17 0.3802 1.7729 4.2225
H18 2.9095 -2.2285 -0.8665
H19 1.1375 3.3255 -0.1934
H20 3.1423 0.7393 -3.5297
H21 1.2452 -0.3434 -4.8333
H22 1.9327 -2.3756 2.6959
H23 -3.4500 -2.4918 1.2318
H24 -1.0302 2.8874 -0.3871
H25 0.2272 -2.7648 2.5008
H26 -1.4651 4.0176 -2.5085
H27 2.5219 1.0423 -1.1481
H28 2.5268 -0.8361 0.1842
H29 3.2333 2.0325 6.2082
H30 -2.3007 -1.1553 1.1591
H31 -6.6013 1.2850 1.0083
H32 3.8547 1.4741 1.3500
H33 -2.9364 -4.6856 0.0632
H34 3.4571 -2.1902 0.8028
H35 -0.2004 2.8400 -4.1889
H36 -1.3402 -4.7545 0.7924
H37 -2.3957 2.5894 -2.0852
H38 5.5141 1.9862 5.2552
H39 -1.8834 2.4418 -4.3731
H40 0.0620 -3.8375 -2.4579
H41 -4.7036 1.7245 2.5646
H42 2.2940 -0.5864 -2.7500
H43 -2.4208 -2.8893 -2.2751
H44 5.8373 1.7208 2.8081
H45 -1.8787 -2.6381 2.0137


This record from the Open Molecules 2025 dataset describes C5H9NOS in the gas phase. The level of theory is ωB97M-V with the def2-TZVPD basis set.

Results
HOMO: -0.318 Ha
Kohn-Sham gap: 8.815 eV
structure (SMILES): OC(=S)[C@@H]1CCCN1

Element x y z (Å)
S1 3.3221 -0.5094 -0.0557
O1 2.0127 1.7066 -0.5297
N1 -0.4942 1.1249 0.3756
C1 -0.9386 -0.7913 -0.8885
C2 0.6208 0.0978 0.6664
C3 1.9331 0.3951 -0.1552
C4 -1.6251 0.3462 -0.1214
C5 0.0088 -1.2679 0.2242
H1 0.9718 0.0141 1.7333
H2 -2.2845 -0.1685 0.5634
H3 -0.2658 -0.2821 -1.5859
H4 1.1773 2.1726 -0.3033
H5 0.8338 -2.0038 -0.0764
H6 -1.6866 -1.4423 -1.3199
H7 -0.7581 1.4572 1.3566
H8 -2.1511 0.9636 -0.8153
H9 -0.6764 -1.8130 0.9320


This record from the Open Molecules 2025 dataset describes a molecular structure, C36H27ClN4O4PtS. The level of theory is ωB97M-V with the def2-TZVPD basis set.

Results
HOMO (spin up / spin down): -0.423 / -0.472 Ha
spin multiplicity: 5
Kohn-Sham gap (spin up / spin down): 5.046 / 4.463 eV
charge: +2

Element x y z (Å)
Pt1 0.4195 0.2966 0.7113
Cl1 -4.7868 3.4596 4.5238
S1 -0.9501 -6.9234 0.4802
O1 0.1912 1.3247 -1.6028
O2 -0.4229 2.3961 0.9252
O3 -3.9568 0.7532 -0.6934
O4 -2.0592 -0.0958 0.3364
N1 0.5239 0.5346 2.8715
N2 2.5581 0.1993 1.1830
N3 0.4849 -1.8577 0.5105
N4 1.6383 -6.7284 0.0225
C1 4.8589 -0.2161 0.7019
C2 -2.4995 2.2343 3.8755
C3 -0.9136 1.3626 -2.4598
C4 3.1199 -0.9556 5.1323
C5 -0.4146 -1.0186 -2.9319
C6 -1.4467 1.9250 3.0478
C7 5.0830 -0.6281 1.9843
C8 4.1775 -1.0177 4.2699
C9 -1.2325 0.1082 -3.0973
C10 -3.4182 3.8100 2.2363
C11 -2.3723 3.5585 1.4097
C12 0.5183 -4.6383 0.3979
C13 -1.3481 2.5955 1.7487
C14 -1.8763 -2.3192 -4.3298
C15 1.8722 -0.4629 4.7037
C16 2.7656 -0.1686 2.4816
C17 0.0592 3.2939 -3.6333
C18 1.6901 -0.0696 3.4039
C19 -2.3831 4.5743 -3.8741
C20 -0.0166 4.5246 -4.2632
C21 -0.3270 -2.5896 1.2900
C22 0.4700 -6.1323 0.3066
C23 -2.3130 3.3427 -3.2378
C24 1.3225 -2.4972 -0.3096
C25 -1.0895 2.6874 -3.1077
C26 3.5625 0.1812 0.3351
C27 -2.9669 0.3625 -0.2497
C28 1.3741 -3.8754 -0.3903
C29 -2.3744 -0.0033 -3.9096
C30 4.0238 -0.6158 2.9218
C31 -0.3454 -3.9645 1.2565
C32 -2.6901 -1.2056 -4.5115
C33 -3.4948 3.1432 3.4811
C34 -0.7338 -2.2159 -3.5467
C35 -1.2395 5.1698 -4.3838
C36 -0.3913 1.0736 3.5825
H1 3.2361 -1.2681 6.1605
H2 -0.3695 0.9806 4.6682
H3 5.1434 -1.3721 4.6057
H4 2.5171 -6.2420 0.0667
H5 -3.5714 -1.2772 -5.1342
H6 -1.3018 6.1278 -4.8817
H7 0.3536 2.2426 -1.3372
H8 -2.2715 4.0527 0.4515
H9 -3.3406 5.0681 -3.9740
H10 -3.2180 2.8973 -2.8537
H11 -0.0796 -3.0716 -3.4358
H12 -2.5768 1.7823 4.8567
H13 5.6477 -0.1977 -0.0359
H14 -2.1230 -3.2554 -4.8113
H15 6.0652 -0.9581 2.2987
H16 1.0122 2.7814 -3.5748
H17 3.3447 0.4895 -0.6809
H18 -4.1915 4.5164 1.9670
H19 1.6563 -7.7328 -0.0583
H20 -3.0068 0.8606 -4.0664
H21 1.0655 -0.4032 5.4224
H22 -1.0347 -4.5238 1.8729
H23 1.9680 -1.8841 -0.9229
H24 2.0474 -4.3335 -1.1020
H25 -0.9983 -2.0390 1.9361
H26 0.4980 -0.9242 -2.3618
H27 0.8781 4.9720 -4.6750


This record from the Open Molecules 2025 dataset describes C4H6OS in the gas phase. The level of theory is ωB97M-V with the def2-TZVPD basis set.

Results
HOMO: -0.364 Ha
Kohn-Sham gap: 10.121 eV
structure (SMILES): C=C(C)C(=O)S

Element x y z (Å)
S1 -2.1965 -0.2385 -0.0198
O1 -0.9374 2.0562 0.0229
C1 -0.8673 0.8120 -0.0298
C2 0.4610 0.0634 -0.1304
C3 0.4178 -1.4709 0.0247
C4 1.5133 0.8783 -0.0109
H1 0.0779 -1.5965 1.0889
H2 -0.6221 -1.7464 -0.6525
H3 2.4754 0.4528 0.0290
H4 -3.1362 0.7969 -0.0270
H5 1.4058 -2.0313 -0.2530
H6 1.4083 2.0242 -0.0420


This record from the Open Molecules 2025 dataset describes a molecular structure, C48H40N7OP2SSnTe. The level of theory is ωB97M-V with the def2-TZVPD basis set.

Results
HOMO (spin up / spin down): -0.339 / -0.348 Ha
Kohn-Sham gap (spin up / spin down): 4.244 / 5.584 eV
charge: +1

Element x y z (Å)
Te1 -1.8270 -0.5857 -3.6373
Sn1 1.6824 -0.5092 0.8311
S1 2.4071 -3.1198 1.1359
P1 -0.9769 -1.7223 -0.5130
P2 -0.6683 1.1429 -1.0447
O1 1.2712 1.1706 2.2045
N1 3.5778 0.6031 -0.6943
N2 -5.8190 2.2519 -3.1583
N3 0.5745 -4.9151 1.7737
N4 0.0061 -2.8108 2.4019
N5 3.8494 -0.3342 2.0814
N6 5.5710 0.3307 0.5586
N7 0.3389 -1.5074 2.5443
C1 -2.4957 -2.6968 -0.7336
C2 -0.5300 0.6543 5.3613
C3 1.0192 -1.9847 -2.4936
C4 1.0820 2.5341 4.0998
C5 0.8018 1.3244 3.4243
C6 1.9765 -2.6979 -3.1993
C7 -0.2401 1.8484 5.9950
C8 -4.4338 0.4507 -2.3936
C9 4.9044 0.6058 -0.6116
C10 0.9088 -3.6034 1.8228
C11 -1.4210 -0.3335 -1.5750
C12 -2.1631 1.0370 1.3692
C13 -5.5484 1.2792 -2.2930
C14 -3.5061 -2.5689 0.2206
C15 -0.4079 4.1482 -3.7962
C16 3.7250 1.2303 -3.0153
C17 -4.9844 2.4321 -4.1874
C18 -1.6197 4.8196 -3.6337
C19 -3.9194 -4.1621 -2.0257
C20 -1.0663 2.5361 -2.1137
C21 3.5577 -0.7495 3.3273
C22 -2.5789 1.6272 2.5580
C23 0.5751 2.7874 5.3539
C24 4.4856 -0.9749 4.3238
C25 2.1206 -4.0674 -2.9937
C26 -1.1767 3.5476 2.1266
C27 -0.2692 -0.9355 3.5927
C28 -2.7028 -3.4968 -1.8593
C29 -2.0837 2.8696 2.9397
C30 -0.7650 2.9771 0.9357
C31 -3.5457 0.6622 -3.4616
C32 -2.5560 4.3471 -2.7135
C33 5.7306 0.9238 -1.7276
C34 -0.0124 0.3523 4.0870
C35 -1.2546 1.7178 0.5439
C36 -0.1321 3.0042 -3.0537
C37 0.3264 -4.0037 -1.3852
C38 3.0178 0.9429 -1.8657
C39 0.1760 -2.6342 -1.5926
C40 -4.9340 -4.0153 -1.0939
C41 -3.8390 1.6706 -4.3872
C42 1.2942 -4.7198 -2.0808
C43 5.1357 1.2114 -2.9378
C44 -4.7291 -3.2124 0.0325
C45 5.8408 -0.7381 4.0196
C46 5.1432 -0.0966 1.7948
C47 -2.2799 3.2225 -1.9445
C48 6.1713 -0.2965 2.7590
H1 -3.2754 1.0966 3.2001
H2 3.2039 1.4627 -3.9425
H3 0.8120 2.4704 -3.1747
H4 -3.0041 2.8436 -1.2205
H5 -1.1531 -0.0855 5.8567
H6 7.2029 -0.0991 2.4649
H7 0.8046 3.7211 5.8650
H8 4.1616 -1.3272 5.2955
H9 -0.7727 4.5109 2.4282
H10 6.5797 0.4403 0.4983
H11 -5.8789 -4.5335 -1.2273
H12 6.8127 0.9072 -1.5914
H13 1.3955 -5.7855 -1.9075
H14 -5.5273 -3.0931 0.7563
H15 -5.2468 3.2260 -4.8861
H16 -1.9225 -3.5797 -2.6118
H17 -1.8297 5.7083 -4.2277
H18 -3.3199 -1.9697 1.1166
H19 2.5060 -0.9505 3.5111
H20 -4.0611 -4.8014 -2.8928
H21 1.7013 3.2549 3.5763
H22 5.7455 1.4252 -3.8151
H23 -0.2060 -5.2460 2.3302
H24 2.6131 -2.1763 -3.9142
H25 -6.2616 1.1503 -1.4785
H26 -0.9607 -1.5852 4.1473
H27 -2.5339 0.0595 1.0557
H28 1.9286 0.9825 -1.8593
H29 -0.0534 3.4776 0.2801
H30 -0.6371 2.0372 6.9899
H31 0.8959 -0.9119 -2.6544
H32 -0.3226 -4.5225 -0.6730
H33 -4.2423 -0.3254 -1.6561
H34 -2.3856 3.3064 3.8877
H35 0.3300 4.5074 -4.5112
H36 6.6178 -0.8976 4.7601
H37 2.8784 -4.6274 -3.5341
H38 -3.1688 1.8837 -5.2242
H39 1.2984 -5.5772 1.5542
H40 -3.5092 4.8525 -2.5739


This record from the Open Molecules 2025 dataset describes a molecular structure, C3H3HgLiO3. The level of theory is ωB97M-V with the def2-TZVPD basis set.

Results
HOMO (spin up / spin down): -0.238 / -0.240 Ha
spin multiplicity: 3
Kohn-Sham gap (spin up / spin down): 5.945 / 5.107 eV

Element x y z (Å)
Hg1 -0.8238 0.6439 -0.5685
O1 0.3148 -0.9165 -1.6441
O2 2.4057 -0.2509 -2.0999
O3 -1.5089 0.2307 1.6003
C1 1.1967 -0.0012 -1.7465
C2 0.2065 -1.1713 2.3600
C3 -1.0721 -0.5481 2.4683
Li1 2.0203 1.3419 -3.0363
H1 1.0935 -0.5307 2.3808
H2 -1.7532 -0.8917 3.2666
H3 0.2781 -2.2588 2.3515


This record from the Open Molecules 2025 dataset describes C3H6O3 in the gas phase. The level of theory is ωB97M-V with the def2-TZVPD basis set.

Results
HOMO: -0.389 Ha
Kohn-Sham gap: 11.397 eV
structure (SMILES): COC(=O)CO

Element x y z (Å)
O1 0.1544 1.0334 -1.0347
O2 0.7139 -0.6029 0.4113
O3 -2.3509 1.0428 0.1164
C1 -0.1531 0.1697 -0.2439
C2 -1.5995 -0.1398 0.0919
C3 2.0970 -0.3562 0.1346
H1 2.2929 0.7173 0.0973
H2 -1.6728 -0.6269 1.0663
H3 2.6502 -0.8247 0.9486
H4 -2.0025 1.5997 -0.5958
H5 -1.9679 -0.8466 -0.6702
H6 2.3738 -0.8071 -0.8218


The following ΔE to the lowest compared entry with this formula, charge and spin values (in eV) correspond, in order, to the records above: 3.647 1.013 1.647 0.000 1.878 0.000 1.737 0.772.